# 1
{"formula": "C10H20B3ClO5", "method": "wB97M-V/def2-TZVPD", "species": ["C", "H", "H", "H", "H", "H", "O", "O", "H", "H", "Cl", "B", "H", "H", "H", "C", "B", "H", "H", "C", "O", "H", "C", "C", "H", "H", "C", "O", "H", "H", "C", "C", "H", "O", "H", "C", "H", "C", "B"], "positions_angstrom": [[-3.1135, 0.2554, 2.0132], [-4.5127, 0.8676, 3.5872], [-1.2585, 1.2540, -3.1684], [-2.0011, 3.6039, 2.6911], [-3.5312, 4.2285, 3.3355], [5.0815, -1.4003, -0.8116], [-2.6161, -0.6896, 1.4654], [1.3192, -2.3909, -2.6686], [-3.8355, 3.2905, 1.0572], [3.8405, -3.2767, -0.9916], [5.5081, -2.4985, 1.6302], [2.7783, -0.3876, -3.7996], [-1.2125, -1.6194, -2.0214], [-1.4311, -1.1907, -3.7334], [3.6713, -0.2769, -0.6373], [3.1860, -2.3986, -0.8463], [2.6223, -2.0763, -2.2849], [4.6937, -0.2916, 1.4996], [-4.2385, -0.8490, 3.4307], [-3.0011, 3.3267, 3.0265], [3.4361, -1.4711, -3.2504], [2.4056, -2.6810, -0.1318], [-0.8517, -0.9734, -2.8253], [-1.0016, 0.5046, -2.4231], [3.4251, 0.4471, -4.3475], [-0.1054, 0.1219, -0.6209], [4.2768, -1.2499, 1.1821], [1.4090, -0.1823, -3.7168], [-2.8788, 2.6837, 3.8988], [-1.1856, 1.6986, -0.7206], [-3.7516, 2.6231, 1.9145], [4.1066, -1.2423, -0.3436], [3.3458, -1.4775, 1.7030], [-3.0381, 1.4768, 1.4434], [-2.9716, 0.1727, 4.1377], [-3.7497, 0.1215, 3.3769], [-4.7703, 2.3567, 2.2012], [-0.7536, 0.8070, -1.1670], [0.7040, -1.2167, -3.0844]], "forces_ev_per_angstrom": [[0.07, -0.14, 0.36], [0.14, 0.11, 0.07], [-0.69, -0.24, 0.19], [-0.05, 0.05, -0.06], [0.01, -0.01, -0.02], [-0.11, 0.54, 0.02], [0.00, 0.26, -0.13], [0.45, 1.33, 0.51], [0.06, -0.16, -0.09], [-0.29, 0.03, 0.22], [-0.36, 0.11, 0.11], [0.43, 0.67, -0.86], [-0.03, 0.12, -0.17], [0.12, 0.03, 0.17], [0.30, -0.07, 0.07], [0.59, 0.12, -0.58], [0.47, -1.39, -0.04], [-0.15, -0.21, 0.19], [0.22, -0.08, 0.00], [0.09, -0.09, 0.12], [-1.00, 0.65, 0.78], [0.08, 0.14, -0.14], [1.11, 0.64, -0.61], [-0.16, -1.20, -0.58], [0.01, -0.08, -0.11], [-0.87, -0.04, 0.65], [0.55, 0.14, -0.72], [0.89, -1.27, 0.77], [-0.09, 0.02, 0.01], [0.86, 0.16, 0.09], [0.02, 0.15, 0.23], [-0.75, -0.74, 0.35], [0.20, 0.04, 0.01], [0.04, -0.09, -0.43], [0.00, 0.01, -0.02], [-0.53, 0.01, -0.08], [0.04, -0.06, 0.05], [0.11, 0.63, 0.31], [-1.78, -0.10, -0.64]], "gap_ev": 9.414, "charge": 0, "e_homo_ev": -8.8, "e_tot_ev": -35489.7742, "largest_force_ev_per_a": 1.89, "multiplicity": 1}

# 2
{"formula": "C10H20BrClGaHfNO2P", "method": "wB97M-V/def2-TZVPD", "species": ["C", "H", "H", "H", "H", "H", "H", "Br", "H", "C", "C", "H", "H", "C", "C", "H", "H", "H", "H", "C", "C", "H", "H", "O", "H", "O", "C", "C", "Cl", "C", "P", "Hf", "N", "H", "H", "H", "H", "Ga"], "positions_angstrom": [[-2.7781, 0.0331, -0.3427], [-0.5240, 2.9124, 0.2283], [-3.3247, -0.3013, -1.2196], [-3.0156, -0.6664, 0.4537], [2.4347, -0.1997, 0.3321], [0.7595, -3.6979, 0.9345], [-0.7211, 0.0498, -3.1905], [-4.0898, 1.5825, 1.7788], [0.1983, 0.5127, 1.7181], [-0.4430, 2.3030, 1.1178], [0.3059, -2.7126, 0.9907], [1.4199, 2.4484, 2.2993], [-1.8150, -3.1235, 0.9319], [0.9479, 1.2054, -2.7959], [2.9201, -1.0917, -0.0536], [0.9670, -2.0535, 1.5426], [0.7491, 4.0092, 1.8871], [0.0148, 2.9652, 3.1814], [-1.4424, 2.2535, 1.6164], [-3.2748, 1.3880, 0.0189], [2.1132, -1.8170, -1.1191], [-1.1307, 1.6883, -2.7139], [3.8792, -0.7816, -0.4515], [1.4313, 0.9065, -3.8794], [2.5563, -2.8057, -1.2199], [-3.1520, 2.3659, -0.6680], [0.4975, 3.0098, 2.2182], [-0.4641, 0.8566, -2.4945], [1.9463, 2.0448, -1.6818], [-1.0863, -2.7192, 1.6222], [0.2670, -2.0452, -0.7516], [1.4980, -1.5899, -3.6103], [0.1096, 1.0626, 0.8593], [-1.0300, -3.3460, 2.4999], [2.3161, -1.2774, -2.0894], [-1.3817, -1.7118, 1.8888], [3.1285, -1.7490, 0.7792], [-0.7869, 0.0918, -0.6176]], "forces_ev_per_angstrom": [[-0.70, 0.02, 1.22], [-0.15, -0.03, -0.30], [0.32, 0.04, -0.55], [0.14, -0.14, 0.12], [-0.21, 0.16, -0.04], [0.03, -0.23, 0.16], [-0.31, 0.08, -0.32], [0.39, -0.16, -0.09], [0.25, 0.13, 0.18], [0.51, 0.33, -0.19], [-0.08, -0.12, -0.64], [0.27, -0.01, -0.04], [-0.31, -0.23, 0.03], [-0.82, 0.56, 0.21], [0.13, 0.52, -0.07], [0.33, 0.02, 0.09], [-0.33, 0.25, -0.24], [-0.22, 0.28, 0.19], [-0.25, 0.02, 0.44], [0.15, 1.54, -1.03], [0.00, -0.32, 0.88], [-0.15, 0.24, 0.15], [0.25, 0.03, -0.09], [1.01, -2.50, -0.36], [0.06, -0.21, -0.27], [0.00, -1.14, 0.70], [0.23, -0.75, 0.51], [0.85, -0.48, 1.04], [-0.22, 0.17, -0.05], [0.52, -0.08, -0.64], [0.30, 0.78, -0.23], [-1.80, 0.84, -2.14], [-0.81, 0.05, 0.39], [-0.23, -0.05, 0.32], [1.29, 0.72, 1.97], [-0.15, 0.18, 0.26], [-0.05, -0.30, 0.11], [-0.23, -0.18, -1.65]], "gap_ev": 3.347, "charge": 3, "e_homo_ev": -18.2, "e_tot_ev": -161776.5463, "largest_force_ev_per_a": 2.92, "multiplicity": 1}

# 3
{"formula": "C10H20BrI2NO4S", "method": "wB97M-V/def2-TZVPD", "species": ["C", "H", "N", "H", "C", "H", "H", "H", "C", "O", "I", "C", "C", "H", "H", "H", "H", "H", "H", "H", "H", "H", "H", "H", "C", "O", "H", "O", "C", "H", "I", "H", "Br", "C", "S", "O", "H", "C", "C"], "positions_angstrom": [[-0.0188, 3.6927, 0.4195], [1.2259, -2.2361, 0.5957], [-0.1340, 0.1540, 0.2612], [-0.9897, 5.5006, -0.9863], [1.9021, -1.3972, 0.6765], [3.1586, -2.4304, -0.6762], [1.4043, -1.5454, -3.2064], [0.1757, -2.0572, -1.1116], [2.9327, -1.3898, -0.4541], [-1.4042, -1.3297, 2.5598], [-2.3385, -1.8924, -1.8457], [0.3230, -1.6111, -3.1587], [-0.8774, 1.2949, 0.9391], [-1.8638, 0.9377, 1.2003], [2.4669, -1.6049, 1.5800], [-0.4217, 1.5426, 1.8887], [0.0862, -2.6519, -3.3610], [-0.1751, -1.0668, -3.9486], [-1.3244, 2.5396, -0.8519], [0.8010, 3.5871, -0.2771], [3.8666, -0.9752, -0.1047], [2.5960, -0.9480, -1.3826], [-1.1521, -1.1361, 1.5720], [0.9036, -0.1712, 2.0162], [-0.2427, 0.1232, -1.2472], [-2.5829, -3.0524, 1.6777], [-1.2421, 0.4778, -1.4281], [-2.7848, -2.5458, 3.8603], [-0.2569, -1.3345, -1.7785], [-2.0311, -2.5793, 1.0482], [0.9586, 1.4436, -2.4422], [-1.9830, 3.0521, 0.6556], [2.4531, 1.3708, 1.0057], [-1.0945, 2.6202, 0.2056], [-0.7040, 5.3659, 0.3175], [-0.9227, -0.9985, 0.5665], [0.3782, 3.6048, 1.4230], [-2.2603, -2.2629, 2.8171], [1.1725, -0.0906, 0.9745]], "forces_ev_per_angstrom": [[-0.40, -0.21, -0.64], [-0.47, 0.08, -0.05], [-0.80, -0.84, 0.59], [0.15, -0.40, -0.04], [0.65, 0.28, -0.43], [0.03, -0.18, -0.13], [0.15, 0.41, 0.02], [0.08, 0.17, 0.39], [-0.23, -0.92, 0.20], [-1.19, -0.66, 5.61], [-0.24, -0.38, -0.46], [-0.49, -0.61, 0.04], [-0.56, 1.33, -0.39], [0.00, -0.66, -0.28], [0.00, 0.04, 0.29], [0.50, -0.38, 0.12], [0.04, -0.23, -0.05], [0.17, 0.42, -0.16], [-0.05, -0.21, -0.15], [0.23, 0.00, -0.04], [0.14, 0.49, -0.20], [0.03, 0.36, -0.06], [-0.08, 0.26, 1.60], [-0.62, 0.18, 0.12], [0.08, -0.44, -0.35], [0.81, 1.40, 1.08], [-0.11, 0.51, 0.09], [0.25, 0.33, -0.02], [0.03, 0.02, -0.74], [-0.34, -0.78, -1.08], [0.13, 0.03, 0.33], [-0.32, -0.19, 0.11], [-0.28, 0.14, -0.21], [0.42, 0.50, 0.21], [0.02, 0.47, 0.37], [2.63, 1.94, -6.41], [0.11, 0.20, 0.23], [-1.16, -1.61, 0.10], [0.70, -0.86, 0.39]], "gap_ev": 8.671, "charge": 0, "e_homo_ev": -9.3, "e_tot_ev": -117449.6326, "largest_force_ev_per_a": 7.19, "multiplicity": 1, "e_above_lowest_kj_mol": 88.4}

# 4
{"formula": "C10H20Cl20", "method": "wB97M-V/def2-TZVPD", "species": ["H", "Cl", "H", "C", "H", "Cl", "H", "Cl", "C", "H", "Cl", "H", "Cl", "Cl", "Cl", "Cl", "H", "H", "C", "C", "H", "H", "Cl", "H", "C", "H", "C", "Cl", "H", "Cl", "H", "H", "C", "Cl", "Cl", "Cl", "H", "H", "H", "Cl", "C", "Cl", "H", "H", "Cl", "C", "Cl", "Cl", "Cl", "C"], "positions_angstrom": [[-0.2841, -3.6381, 3.1799], [1.1635, -4.9723, 1.9617], [3.9062, -1.1710, 0.6877], [4.4261, -2.1039, 0.5912], [-5.7034, -0.7360, -0.3582], [-0.2447, 2.8531, 2.1120], [3.0748, 1.2236, -1.7316], [3.7627, -3.0083, -0.7465], [-4.7538, -0.2562, -0.5027], [-1.7147, 4.9906, -3.1887], [-4.8084, 0.6323, -2.0302], [-0.7164, 0.6320, -0.4804], [0.4595, 3.7881, 4.7651], [2.5750, 3.0321, -0.3626], [0.4797, 5.5188, -2.4877], [-1.9199, -0.7506, -5.5071], [0.7961, -4.4025, -1.8920], [-0.4713, 3.9024, -3.8708], [-0.8184, 4.4308, -2.9983], [-0.3748, -0.0874, 0.2461], [0.4414, 4.9824, 2.7661], [1.7023, 2.1607, -2.3368], [0.8743, -3.8742, -4.2074], [0.6481, -2.6561, -2.1865], [2.6955, 2.2142, -1.9182], [-2.3942, -1.0323, -3.2610], [-0.1838, 4.2296, 3.2134], [1.2995, -0.4539, -0.0819], [-1.1916, 4.5883, 3.3359], [0.0820, -5.4220, 4.6274], [-3.9433, -0.9621, -0.5692], [1.3787, -3.6343, 3.8297], [-1.9670, -0.2149, -3.8119], [-1.4229, -1.4921, 0.1503], [4.3462, -2.9752, 2.1341], [-1.3749, -3.7549, -2.3247], [-2.5510, 0.6826, -3.7948], [-0.2426, -0.4117, 5.4226], [5.4699, -1.9773, 0.3704], [1.2707, -0.4002, 3.6378], [-0.2181, 0.0832, 4.4712], [-0.3572, 0.1570, -3.1904], [-0.4449, 0.3267, 1.2400], [-0.2089, 1.1548, 4.5459], [-4.3961, 0.7793, 0.8759], [0.3589, -3.6425, -2.5166], [-1.1915, 3.2370, -1.7645], [3.7897, 3.0324, -3.0402], [-1.6805, -0.3812, 3.5749], [0.5777, -4.2208, 3.4220]], "forces_ev_per_angstrom": [[-0.38, 0.43, -0.10], [0.16, -0.24, -0.56], [-0.19, 0.32, 0.10], [0.41, -0.36, 0.30], [-0.30, -0.10, 0.09], [-0.01, -0.14, -0.18], [0.12, -0.20, -0.04], [-0.38, -0.30, -0.38], [0.33, 0.10, -0.05], [-0.19, 0.28, -0.10], [-0.10, 0.13, -0.04], [-0.03, 0.11, -0.22], [0.28, -0.08, 0.68], [0.02, 0.14, 0.15], [-0.08, 0.05, -0.03], [0.09, 0.03, 0.02], [0.24, -0.21, 0.00], [-0.01, -0.07, -0.25], [0.40, -0.04, 0.08], [-0.35, 0.49, 0.22], [0.20, 0.18, -0.08], [-0.14, 0.10, -0.20], [-0.06, 0.06, 0.39], [0.20, 0.17, -0.06], [0.07, -0.01, 0.09], [-0.07, -0.08, 0.42], [-0.26, 0.02, -0.49], [0.42, -0.27, -0.16], [-0.21, 0.11, 0.08], [0.00, -0.01, 0.12], [0.06, -0.24, -0.06], [0.17, 0.28, 0.21], [0.24, -0.20, -0.79], [0.01, -0.24, 0.02], [-0.14, 0.07, -0.01], [-0.64, -0.20, -0.20], [-0.24, 0.27, 0.25], [-0.01, -0.10, 0.34], [0.29, 0.28, 0.02], [-0.08, -0.06, -0.03], [-0.03, -0.17, -0.46], [0.13, -0.21, 0.00], [0.00, -0.09, 0.22], [-0.01, 0.26, 0.13], [-0.04, 0.14, 0.10], [0.21, 0.14, -0.20], [-0.16, -0.18, 0.35], [-0.11, 0.00, 0.00], [0.11, -0.02, 0.07], [0.03, -0.38, 0.25]], "gap_ev": 11.036, "charge": 0, "e_homo_ev": -10.8, "e_tot_ev": -261143.5596, "largest_force_ev_per_a": 0.85, "smiles": "ClCCl.ClCCl.ClCCl.ClCCl.ClCCl.ClCCl.ClCCl.ClCCl.ClCCl.ClCCl", "multiplicity": 1, "e_above_lowest_kj_mol": 1.6}

# 5
{"formula": "C10H20Cl2InN2O2PS", "method": "wB97M-V/def2-TZVPD", "species": ["C", "H", "C", "H", "C", "H", "H", "H", "H", "H", "C", "C", "C", "H", "H", "S", "H", "H", "C", "P", "Cl", "O", "H", "H", "H", "Cl", "H", "H", "N", "H", "N", "O", "C", "H", "C", "In", "C", "H", "H"], "positions_angstrom": [[-2.9282, 3.9372, 1.6230], [2.2987, -3.5840, -2.0748], [4.7922, -0.6150, -0.6749], [-3.5258, 4.4170, 0.8356], [0.9369, 0.3588, 1.2494], [-0.8331, 4.0858, 2.1733], [1.0462, -4.7739, -1.5472], [-3.6116, 0.8744, 0.4640], [5.4765, -1.2038, 0.0043], [-3.0086, 2.1324, 2.8057], [-1.4357, 3.9556, 1.2626], [3.4134, -0.5733, -0.1665], [-3.4300, 2.5271, 1.8608], [-0.9527, -1.9286, 0.9110], [-0.1122, 2.7764, 0.1200], [-1.2855, 0.9840, -1.3311], [2.1723, -4.0459, -0.3375], [-4.5176, 2.5037, 1.9981], [-1.8495, 1.7986, 0.0852], [0.3930, -2.5566, -0.9985], [2.4436, 1.8350, -0.9387], [1.1726, 0.4777, 2.3724], [-1.9500, -2.6705, -1.5900], [-1.0170, -4.1211, -2.1354], [5.2214, 0.4106, -0.7760], [0.9398, -0.2680, -3.8827], [-0.9044, -2.5519, -3.0351], [-0.6740, -3.7097, 0.8081], [-1.0067, 2.7182, 0.5971], [-1.2518, 4.8290, 0.6155], [-3.0470, 1.6911, 0.6986], [2.9370, -0.7627, 0.9359], [-0.2092, -2.7217, 0.7128], [4.7865, -1.0895, -1.6893], [1.6141, -3.8745, -1.2627], [1.3668, -0.1557, -1.5823], [-1.0149, -3.0241, -2.0465], [0.6361, -2.6319, 1.4124], [-3.0820, 4.5499, 2.5233]], "forces_ev_per_angstrom": [[-0.14, 0.49, -0.06], [-0.24, -0.33, 0.21], [1.12, -0.43, -1.89], [0.21, -0.25, 0.07], [0.24, 0.48, 4.26], [-0.12, -0.08, -0.29], [0.41, 0.20, 0.13], [0.15, 0.59, -0.10], [-1.20, 0.38, -0.33], [0.07, -0.07, -0.54], [-0.19, 0.47, 0.80], [-0.35, -0.54, 8.70], [0.22, -0.18, 0.31], [0.31, -0.41, -0.06], [-0.41, 0.07, -0.07], [-0.20, -1.13, -0.22], [0.00, -0.07, -0.18], [0.28, -0.06, -0.37], [0.17, 0.92, 1.28], [-0.15, -0.38, 0.43], [0.78, -0.47, 0.07], [-1.16, -0.10, -3.55], [0.31, -0.06, -0.15], [0.01, 0.38, 0.03], [-0.72, -0.47, 0.01], [0.37, -0.09, 0.41], [-0.12, -0.31, 0.23], [0.08, 0.13, 0.02], [0.01, 0.21, -0.41], [0.13, -0.48, 0.09], [0.53, -0.82, -0.62], [2.69, 0.38, -6.78], [0.28, 0.56, -0.05], [0.20, 0.48, 0.66], [0.13, 0.26, -0.16], [-3.31, 0.36, -1.15], [-0.06, 0.72, -0.37], [-0.37, -0.08, -0.12], [0.05, -0.27, -0.25]], "gap_ev": [3.921, 3.924], "charge": 2, "e_homo_ev": [-14.8, -14.8], "e_tot_ev": -68096.4803, "largest_force_ev_per_a": 8.73, "multiplicity": 1}

# 6
{"formula": "C10H20Cl4O5", "method": "wB97M-V/def2-TZVPD", "species": ["H", "Cl", "H", "H", "Cl", "C", "H", "Cl", "H", "C", "C", "C", "H", "H", "H", "H", "O", "C", "H", "H", "H", "H", "C", "H", "H", "O", "C", "O", "H", "H", "C", "O", "H", "H", "O", "C", "Cl", "H", "C"], "positions_angstrom": [[4.8918, 5.1162, -4.3728], [0.1491, 0.4569, 3.3889], [4.2566, 6.2235, -3.2458], [-0.3504, -6.7936, -1.1838], [-1.9223, 1.1081, -0.6646], [-0.0098, -5.1554, 0.0989], [0.9696, -4.9492, -0.3327], [-0.6226, -1.2191, 5.9196], [-1.4756, -1.1358, -0.0803], [4.2030, 5.1725, -3.5299], [-1.1704, -0.2548, 4.5061], [1.9892, 4.9034, -2.8660], [-1.7514, -0.9545, 3.9054], [-1.2636, 6.0846, -2.2866], [-0.7742, -7.1488, 0.5046], [0.6588, -3.2696, 3.8137], [0.1150, -4.8882, 1.5282], [-0.0381, -6.6768, -0.1461], [0.9910, -6.9572, 0.0785], [-2.2687, 4.6486, -2.6342], [-1.1407, 5.0429, -3.7976], [4.5876, 4.5564, -2.7171], [-2.1568, -0.3816, 0.3138], [-2.1007, -0.2204, 1.3904], [0.1082, 4.1871, -1.1569], [2.0967, 5.6903, -1.8926], [-0.1844, 4.0942, -2.2028], [0.9873, 4.0813, -2.9948], [-0.2412, -4.8598, 3.8717], [-1.8197, 0.5712, 4.7961], [-0.5681, -3.8729, 2.0717], [2.9136, 4.6542, -3.7690], [-0.4664, 3.0447, -2.2867], [-0.8611, -4.6962, -0.4034], [-1.4601, -3.1588, 1.5418], [-0.2465, -3.8176, 3.5525], [-3.7442, -1.0700, -0.0768], [-1.0084, -3.2390, 4.0749], [-1.2723, 5.0829, -2.7163]], "forces_ev_per_angstrom": [[-0.71, -0.64, -0.41], [-1.12, -0.83, 1.31], [-0.65, -0.06, 0.26], [0.41, -0.38, 0.00], [0.13, -0.23, 0.64], [0.45, -1.28, -0.18], [-0.33, 1.22, -0.11], [0.05, 0.91, -0.63], [0.23, 0.39, 0.55], [1.15, 0.29, 1.04], [0.27, -0.11, -0.79], [0.34, 2.16, 4.48], [0.29, 0.15, -0.15], [0.28, -0.17, -0.20], [0.18, -0.23, -0.04], [0.37, -0.45, -0.39], [-0.63, 0.57, -1.17], [-0.36, 1.22, 0.83], [-0.34, -0.93, -0.25], [0.00, -0.03, 0.62], [0.16, 0.73, -0.13], [0.45, 0.30, 0.07], [-0.26, -0.44, -1.01], [0.21, 0.22, -0.41], [-0.11, 0.57, 0.03], [-0.03, -1.51, -2.76], [-0.55, 0.02, 0.93], [0.11, -0.60, -2.03], [0.29, 0.24, 0.42], [0.47, -0.09, 0.28], [-2.45, 1.68, -0.19], [-0.38, 0.10, -1.41], [-0.60, 0.20, -0.20], [0.24, 0.55, 0.56], [3.03, -2.20, 0.88], [-0.56, 0.41, -0.19], [-0.31, 0.02, 0.24], [-0.26, -0.39, -0.18], [0.55, -1.39, -0.29]], "gap_ev": 10.849, "charge": 0, "e_homo_ev": -10.3, "e_tot_ev": -71020.6126, "largest_force_ev_per_a": 4.99, "smiles": "CCOC(=O)OC.CCOC(C)=O.ClCCl.ClCCl", "multiplicity": 1, "e_above_lowest_kj_mol": 143.5}